[1]
{
  "formula": "C20H23ClN2Ru",
  "method": "the ωB97M-V functional and the def2-TZVPD basis",
  "symbols": ["C", "C", "C", "C", "Cl", "H", "H", "H", "H", "H", "H", "H", "H", "H", "C", "C", "C", "H", "C", "C", "H", "H", "H", "H", "C", "C", "C", "H", "C", "C", "H", "H", "H", "H", "Ru", "N", "C", "C", "C", "C", "C", "N", "C", "H", "H", "H", "H"],
  "xyz": [[0.11022, 0.48952, -4.84426], [1.50818, 1.06030, -5.12188], [-0.10104, -0.83927, -5.58444], [-0.98039, 1.50690, -5.20880], [-0.00208, 0.15685, -3.02182], [-0.04602, -0.69101, -6.66958], [-1.08948, -1.26367, -5.36611], [0.67630, -1.56687, -5.31791], [1.64658, 1.26893, -6.19030], [2.28918, 0.34871, -4.82595], [1.65473, 2.00612, -4.58552], [-0.96623, 1.72914, -6.28331], [-0.82073, 2.45590, -4.68136], [-1.98017, 1.12131, -4.97168], [1.38127, -1.27175, 1.77210], [0.80067, -2.19198, 0.82987], [1.17773, -1.76238, -0.50053], [0.21922, -3.08326, 1.06096], [1.96813, -0.56075, -0.36179], [2.03810, -0.23943, 1.03539], [2.48192, 0.66144, 1.43964], [1.34949, -1.36530, 2.85107], [0.95338, -2.28182, -1.42400], [2.39418, 0.02600, -1.17341], [-2.11327, 0.94204, 0.89650], [-2.08729, -0.31131, 1.59295], [-2.02248, -1.36975, 0.61007], [-2.16097, -0.45667, 2.66050], [-2.03674, -0.75112, -0.70063], [-2.12147, 0.68235, -0.50779], [-2.15088, 1.42931, -1.30116], [-2.09913, 1.92983, 1.34275], [-2.01509, -2.43834, 0.80276], [-2.06228, -1.27781, -1.64444], [-0.20173, -0.38219, 0.41692], [3.26278, -0.99271, 6.59234], [2.33780, -0.38684, 6.19388], [1.20596, 0.29255, 5.61494], [-0.04742, 0.34141, 6.25842], [-1.15237, 0.78029, 5.53211], [-0.94417, 1.13827, 4.17775], [0.23820, 1.08538, 3.58242], [1.31425, 0.78461, 4.30495], [-0.12487, 0.02153, 7.30795], [-2.15435, 0.83754, 5.95496], [-1.81313, 1.46207, 3.61598], [2.28551, 0.92589, 3.83951]],
  "forces_ev_per_angstrom": [[0.1692, 0.3895, -1.7275], [0.0203, -0.0222, 0.3863], [-0.0349, -0.1448, 0.4436], [-0.0586, -0.0116, 0.4124], [-0.0012, -0.0600, 0.0135], [0.0323, 0.2215, 0.2488], [0.2454, 0.0773, 0.0003], [-0.2123, 0.1465, -0.0135], [-0.2710, -0.1357, 0.1872], [-0.1680, 0.1643, -0.0295], [-0.0014, -0.2305, -0.0744], [0.1918, -0.2142, 0.2048], [-0.0694, -0.2254, -0.0703], [0.2270, 0.0820, -0.0107], [-0.2894, -0.1145, -0.1423], [0.6165, -0.4551, -0.1060], [0.4929, 0.1420, 0.0700], [0.4499, 0.1993, -0.0066], [-0.4582, -0.6317, 0.3921], [-0.3059, -0.6048, -0.5330], [-0.0080, -0.1219, 0.0249], [-0.1744, 0.0894, -0.2424], [0.0499, 0.1468, 0.0913], [-0.2628, -0.1234, 0.1680], [0.1757, -0.8429, -0.2387], [-0.0300, -0.2315, -0.2660], [-0.9146, 0.0603, -0.2044], [0.1118, 0.0124, -0.1279], [-0.3297, 0.2747, 0.4250], [0.2688, -0.9831, 0.2025], [0.1704, -0.2599, 0.2370], [0.0252, -0.1388, 0.0020], [-0.3100, 0.3061, -0.0073], [0.0747, 0.1397, 0.0538], [0.5750, 2.8111, 0.1082], [-0.9571, 0.7409, -0.4102], [-0.7550, 0.2017, -0.5032], [2.4967, -2.2219, 3.6134], [-3.1146, 0.6337, 0.4002], [1.6588, -1.2870, 3.4041], [-0.8148, 0.1617, -1.3074], [2.0183, 0.2606, -0.4329], [-1.0360, 1.5222, -3.9735], [-0.0611, 0.2024, -0.6198], [0.3689, -0.0461, 0.0546], [0.2651, 0.1877, -0.1543], [-0.0662, -0.0669, 0.0578]],
  "relative_energy_kcal_mol": 11.6,
  "orbital_gap_ev": [3.2, 5.9],
  "total_charge": 2,
  "multiplicity": 5,
  "lumo_ev": [-8.29, -10.24],
  "molar_mass_da": 427.94
}

=====

[2]
{
  "formula": "C20H23ClN4OS2",
  "method": "the ωB97M-V functional and the def2-TZVPD basis",
  "symbols": ["C", "C", "C", "C", "C", "C", "C", "O", "N", "C", "N", "C", "C", "C", "C", "C", "S", "C", "N", "C", "C", "C", "C", "Cl", "C", "C", "N", "S", "H", "H", "H", "H", "H", "H", "H", "H", "H", "H", "H", "H", "H", "H", "H", "H", "H", "H", "H", "H", "H", "H", "H"],
  "xyz": [[6.30670, 4.80877, 0.60731], [5.26532, 3.75141, 0.95431], [5.88145, 2.41883, 1.38435], [6.74915, 1.73388, 0.32583], [6.05190, 1.45351, -1.00642], [4.84048, 0.53222, -0.87612], [5.22771, -0.87239, -0.51913], [6.35198, -1.30913, -0.47360], [4.17956, -1.74007, -0.23619], [2.83622, -1.52316, -0.22774], [2.22461, -0.41888, -0.47108], [0.87459, -0.53043, -0.38286], [0.04570, 0.67666, -0.64238], [0.41461, -1.78201, -0.05647], [-0.93273, -2.25159, 0.10809], [-1.27364, -3.55754, 0.32180], [-2.98039, -3.73716, 0.46216], [-3.11370, -1.98254, 0.21702], [-4.35545, -1.44555, 0.22181], [-4.72878, -0.11323, 0.10378], [-3.79886, 0.91916, 0.01088], [-4.22390, 2.22825, -0.10351], [-5.57977, 2.51506, -0.12428], [-6.11031, 4.15440, -0.26945], [-6.51649, 1.49746, -0.02803], [-6.09068, 0.18941, 0.08594], [-1.98975, -1.38248, 0.05340], [1.76426, -2.87429, 0.14887], [6.99967, 4.94553, 1.43485], [6.87553, 4.52349, -0.27369], [5.82382, 5.76230, 0.40419], [4.64859, 4.12132, 1.77758], [4.60431, 3.59680, 0.09982], [6.50404, 2.59220, 2.26586], [5.07742, 1.74526, 1.68969], [7.62628, 2.35241, 0.12831], [7.10705, 0.78720, 0.73365], [5.73335, 2.39054, -1.46458], [6.77561, 0.98245, -1.67436], [4.29413, 0.48644, -1.82182], [4.13557, 0.90471, -0.13352], [4.47685, -2.68385, -0.01404], [-0.78336, 0.43153, -1.30086], [-0.36089, 1.05885, 0.29284], [0.66963, 1.44135, -1.09572], [-0.62732, -4.40734, 0.39850], [-5.11296, -2.10571, 0.32712], [-2.75055, 0.67903, 0.03182], [-3.50281, 3.02687, -0.17610], [-7.56976, 1.72840, -0.04242], [-6.81926, -0.60493, 0.16170]],
  "forces_ev_per_angstrom": [[-0.2424, -0.1093, -0.0092], [0.1655, -0.0645, 0.1636], [-0.0262, 0.0674, -0.1839], [-0.0997, 0.0332, 0.0286], [0.0840, -0.2484, 0.1588], [0.5342, 0.4640, -0.0799], [-0.2237, 0.0918, -0.0181], [0.2353, 0.0043, -0.0336], [0.3933, -0.6738, 0.1595], [-1.0990, -0.5651, 0.1817], [0.7708, 0.3786, -0.1241], [-0.7335, -0.8995, 0.2233], [-0.0380, 0.0484, -0.0682], [0.7745, 0.5123, -0.1491], [-0.3852, -1.2294, 0.2062], [-0.0268, 0.3641, -0.0584], [0.0840, 0.6789, -0.0774], [0.1700, -1.2600, 0.1443], [-0.5723, -0.3112, 0.0585], [-0.0738, 0.5131, -0.0510], [0.0689, -0.1475, 0.0220], [-0.3281, 0.0734, -0.0043], [0.1263, -0.1691, 0.0148], [-0.0742, 0.2190, -0.0200], [0.0998, 0.0645, 0.0000], [0.1615, -0.0102, -0.0069], [-0.1268, 0.7090, -0.0622], [0.1662, 0.7245, -0.1603], [0.1215, 0.0460, 0.0668], [0.1251, 0.0232, -0.0996], [0.0406, 0.1112, -0.0407], [-0.0829, -0.0112, -0.0680], [-0.1162, 0.0098, -0.0086], [-0.0465, -0.0389, 0.0852], [-0.0008, -0.0412, 0.1042], [0.0872, -0.0308, 0.0175], [0.1128, 0.0362, -0.0191], [-0.0232, 0.0086, -0.0779], [-0.0155, 0.0921, -0.0684], [-0.1230, -0.0013, 0.1010], [-0.0471, -0.0358, -0.1333], [0.1020, 0.2449, -0.0684], [-0.0680, 0.1083, 0.0012], [-0.0930, 0.0913, 0.0206], [0.0182, 0.0598, -0.0227], [0.1545, -0.1964, -0.0013], [0.1435, 0.1621, -0.0211], [0.0499, 0.0697, -0.0157], [0.0562, 0.0859, -0.0065], [-0.0881, 0.0381, -0.0031], [-0.0918, -0.0896, 0.0033]],
  "relative_energy_kcal_mol": 3.7,
  "orbital_gap_ev": 7.9,
  "smiles": "CCCCCCC(=O)Nc1nc(C)c(-c2csc(Nc3ccc(Cl)cc3)n2)s1",
  "lumo_ev": 0.31,
  "molar_mass_da": 435.02
}

=====

[3]
{
  "formula": "C20H23F8O4",
  "method": "the ωB97M-V functional and the def2-TZVPD basis",
  "symbols": ["C", "C", "C", "C", "C", "C", "O", "C", "C", "F", "F", "C", "F", "F", "C", "F", "F", "C", "F", "F", "C", "O", "C", "C", "C", "C", "C", "C", "C", "O", "H", "H", "H", "H", "H", "H", "H", "H", "H", "H", "H", "H", "H", "H", "H", "H", "H", "H", "H", "H", "C", "O", "H", "H", "H"],
  "xyz": [[4.39669, -2.80060, -0.87261], [3.15597, -2.74476, -1.42589], [2.42609, -1.51698, -1.69498], [1.09348, -1.46315, -1.85616], [0.12161, -2.59805, -1.77954], [-0.43634, -2.67380, -0.35020], [-1.63903, -1.92780, -0.28995], [-2.27588, -2.07026, 0.94305], [-3.51951, -1.20694, 1.00039], [-4.12910, -1.53326, 2.18246], [-3.25580, 0.11245, 1.05749], [-4.57253, -1.48781, -0.11005], [-4.58659, -2.81841, -0.33686], [-5.79730, -1.16923, 0.37660], [-4.38064, -0.72956, -1.47648], [-3.20308, -0.11906, -1.57293], [-4.44355, -1.66506, -2.46221], [-5.53541, 0.24014, -1.78150], [-5.34202, 0.75843, -3.01313], [-5.55830, 1.24607, -0.88841], [0.48295, -0.10462, -2.07789], [-0.47917, 0.02787, -2.80339], [1.12764, 1.01059, -1.34869], [2.44562, 0.96582, -1.16038], [3.22431, 1.99978, -0.40147], [2.42578, 2.64283, 0.73448], [1.85698, 1.61800, 1.73722], [0.32706, 1.63407, 1.83687], [3.16195, -0.20294, -1.75601], [4.26361, -0.12067, -2.25178], [4.59176, -3.36633, 0.03306], [5.22791, -2.27496, -1.32835], [2.65965, -3.67393, -1.69838], [-0.70805, -2.42483, -2.46446], [0.57112, -3.55935, -2.01863], [-0.58099, -3.70425, -0.00395], [0.28573, -2.20247, 0.33005], [-1.64976, -1.80615, 1.80339], [-2.61126, -3.10560, 1.08121], [-6.48680, -0.29190, -1.78531], [0.49733, 1.80535, -0.97305], [4.12564, 1.54099, 0.01433], [3.57602, 2.76640, -1.09971], [3.07538, 3.32537, 1.28189], [1.62611, 3.26558, 0.32735], [2.24333, 1.80348, 2.73501], [2.14820, 0.61459, 1.38967], [-0.06828, 2.60683, 1.56043], [-0.00212, 1.36533, 2.83747], [-0.10515, 0.87962, 1.15651], [2.02439, 4.61108, 3.72927], [1.03170, 3.74590, 3.47346], [2.49997, 4.52333, 4.74655], [2.92218, 4.55115, 3.03800], [1.75052, 5.70164, 3.67618]],
  "forces_ev_per_angstrom": [[0.0350, 0.1107, -0.3004], [0.3021, -0.0935, -0.0946], [0.4353, 0.0718, -1.4308], [-0.1005, 0.1114, -0.3337], [-0.0142, -0.2687, 0.2670], [0.3117, 0.4218, 0.0697], [-0.0647, -0.0859, 0.0047], [-0.0875, -0.1738, -0.0522], [-0.0839, -0.0179, 0.4555], [-0.0138, -0.0225, -0.0877], [-0.0175, -0.1285, -0.1721], [0.2691, 0.1717, 0.0285], [0.0235, -0.0184, 0.0125], [-0.0288, 0.0782, -0.0611], [-0.1800, -0.3736, -0.2875], [-0.0755, 0.1478, 0.1372], [0.0220, -0.0191, -0.0176], [-0.0444, -0.0983, -0.0364], [0.1198, 0.1048, -0.0305], [0.0373, 0.0730, 0.0438], [-0.0708, 0.0345, 0.1789], [-0.0439, -0.0346, 0.1346], [-0.0083, -0.2143, -0.1452], [-0.0108, 0.1844, 0.1104], [0.1877, 0.1951, 0.0917], [-0.0200, -0.0481, 0.2305], [-0.3800, -0.1700, -0.3300], [-0.0197, -0.6546, -0.4689], [-0.0101, -0.0588, 0.1714], [0.0071, -0.0109, 0.1366], [0.3105, -1.3238, -0.8820], [-0.2716, 1.3077, 0.9924], [-0.7609, -0.0537, 1.5191], [0.0058, 0.0175, -0.0310], [0.0675, 0.0569, -0.1202], [-0.2264, -0.0390, -0.1883], [0.0048, -0.1641, 0.1146], [0.0636, 0.2091, -0.1066], [0.0092, 0.0037, 0.0663], [-0.0476, 0.0473, 0.1133], [0.0089, 0.0860, -0.1536], [-0.0056, -0.1070, -0.1061], [0.0476, -0.0327, -0.0243], [0.0136, 0.1059, -0.1276], [-0.0445, -0.0145, 0.0493], [0.1306, 0.0837, -0.0576], [0.1995, -0.0303, 0.2485], [-0.0660, 0.0858, 0.3564], [-0.0287, 0.3073, 0.0961], [-0.0053, 0.0773, -0.0540], [0.1484, 0.1864, 0.1558], [0.1236, 0.1333, -0.0272], [-0.0497, -0.0606, -0.0001], [-0.0381, -0.0627, -0.0196], [-0.0656, -0.0335, -0.0377]],
  "orbital_gap_ev": 3.7,
  "total_charge": -1,
  "lumo_ev": 1.20,
  "molar_mass_da": 479.38
}